A structure of composition C21H32Cl3GeN4PPtS3, computed with wB97M-V/def2-TZVPD.

Output
* total energy: -6150.27963 hartree
* lowest unoccupied orbital energy (alpha / beta): -11.76 / -11.76 eV
* spin multiplicity: 2
* HOMO energy (alpha / beta): -16.76 / -16.75 eV
* expectation value of S²: 0.76
* total charge: +3
* maximum force: 0.16 eV Å⁻¹

```
66
C21H32Cl3GeN4PPtS3 wB97M-V/def2-TZVPD
Pt 1.538 -1.559 0.575
Cl 2.549 1.883 1.943
Ge 1.028 0.420 1.769
Cl -0.632 0.926 2.989
Cl 1.890 -1.305 3.085
C 4.822 -2.616 1.681
C 4.668 -1.502 0.709
N 3.540 -0.981 0.226
C 3.895 -0.006 -0.698
C 5.242 0.058 -0.765
N 5.703 -0.883 0.126
H 3.865 -2.886 2.116
H 5.493 -2.332 2.491
H 5.243 -3.492 1.185
H 3.162 0.572 -1.234
H 5.903 0.673 -1.350
H 6.673 -1.091 0.311
C -0.654 -5.428 0.258
C 0.149 -4.208 -0.179
C 1.610 -4.292 0.283
P -0.543 -2.563 0.320
C -1.812 -2.796 1.612
C -2.843 -1.667 1.639
C -1.187 -3.052 2.985
C -1.322 -1.848 -1.171
C -0.261 -1.500 -2.218
C -2.391 -2.786 -1.742
H -0.171 -6.326 -0.130
H -1.669 -5.412 -0.136
H -0.702 -5.521 1.343
H 0.149 -4.164 -1.272
H 1.707 -4.322 1.369
H 2.249 -3.476 -0.145
H 2.094 -5.186 -0.117
H -2.311 -3.714 1.286
H -2.381 -0.692 1.787
H -3.521 -1.836 2.476
H -3.447 -1.633 0.733
H -0.788 -2.134 3.414
H -0.385 -3.791 2.955
H -1.955 -3.429 3.660
H -1.802 -0.925 -0.826
H 0.249 -2.388 -2.596
H 0.500 -0.808 -1.833
H -0.729 -1.014 -3.075
H -1.949 -3.707 -2.124
H -2.890 -2.297 -2.579
H -3.155 -3.049 -1.011
S -0.562 7.005 1.605
C -0.775 5.555 1.012
S -0.224 4.034 1.687
C -0.466 3.254 0.176
N -1.115 4.064 -0.763
N -1.319 5.237 -0.340
C -1.959 6.176 -1.150
C -1.762 6.084 -2.542
C -2.391 6.992 -3.355
C -3.237 7.958 -2.798
C -3.461 8.017 -1.424
C -2.821 7.136 -0.582
S -0.092 1.720 -0.288
H -1.081 5.346 -2.943
H -2.223 6.969 -4.422
H -3.736 8.665 -3.448
H -4.153 8.741 -1.017
H -3.050 7.130 0.472
```

Want to see where the charge sits? The Mulliken charges in e are: 0.236 -0.219 0.545 -0.180 -0.236 -1.174 0.455 0.353 -0.463 -0.561 0.002 0.112 0.415 0.365 0.414 0.419 0.217 -1.722 0.463 -1.792 0.461 0.878 -1.348 -1.437 0.531 -1.455 -1.463 0.485 0.380 0.364 0.267 0.290 0.494 0.536 0.571 0.187 0.434 0.343 0.241 0.325 0.499 0.432 0.274 0.306 0.485 0.299 0.474 0.398 0.028 -0.005 0.099 0.226 -0.697 0.780 0.801 -0.238 -0.692 -0.332 -0.800 -0.267 -0.052 0.456 0.415 0.431 0.427 0.518

=====

A structure of composition C21H32F3NO10SiV in a non-equilibrium geometry, computed with wB97M-V/def2-TZVPD.

Output
* total energy: -3158.82853 hartree
* lowest unoccupied orbital energy: -13.60 eV
* spin multiplicity: 1
* HOMO energy: -18.08 eV
* total charge: +3
* maximum force: 3.81 eV Å⁻¹

```
69
C21H32F3NO10SiV wB97M-V/def2-TZVPD
V 0.086 1.774 0.390
O -0.367 5.635 -0.666
C -0.504 4.420 -0.332
O 0.408 3.550 -0.361
C -1.822 3.989 0.184
C -2.923 4.802 0.354
C -4.051 4.247 0.959
C -4.011 2.927 1.391
C -2.849 2.188 1.198
N -1.788 2.705 0.584
C -2.559 0.821 1.770
O -3.518 -0.008 2.037
O -1.393 0.535 1.975
H 0.524 5.919 -0.959
H -2.899 5.836 0.034
H -4.938 4.850 1.114
H -4.864 2.512 1.913
H -4.423 0.282 1.852
C 2.167 0.998 -2.314
C 2.869 -0.153 -1.594
C 3.200 -1.261 -2.602
C 4.113 0.317 -0.864
O 1.969 -0.683 -0.594
Si 0.440 -1.148 -0.539
O -0.301 0.461 -0.393
O -0.083 -1.881 -1.839
C -1.358 -2.350 -2.369
C -2.463 -2.103 -1.352
C -1.208 -3.825 -2.691
C -1.607 -1.540 -3.646
O 0.024 -1.751 0.874
C 0.665 -2.636 1.835
C 1.722 -3.498 1.164
C -0.436 -3.470 2.473
C 1.328 -1.753 2.910
H 2.874 1.541 -2.937
H 1.758 1.696 -1.549
H 1.345 0.637 -2.936
H 3.813 -0.870 -3.412
H 2.282 -1.676 -3.019
H 3.754 -2.052 -2.097
H 4.885 0.610 -1.573
H 4.511 -0.480 -0.237
H 3.892 1.178 -0.225
H -2.270 -2.676 -0.442
H -3.426 -2.403 -1.757
H -2.506 -1.037 -1.091
H -0.898 -4.377 -1.801
H -0.457 -3.992 -3.463
H -2.157 -4.223 -3.047
H -1.678 -0.477 -3.402
H -2.535 -1.859 -4.118
H -0.790 -1.697 -4.349
H 1.307 -3.991 0.279
H 2.071 -4.264 1.853
H 2.580 -2.902 0.850
H -0.962 -4.037 1.703
H -1.161 -2.836 2.984
H -0.008 -4.166 3.192
H 2.040 -1.079 2.424
H 1.861 -2.387 3.615
H 0.570 -1.179 3.443
F 1.609 3.601 4.153
C 1.146 2.764 3.299
F 0.060 3.335 2.621
F 0.693 1.663 3.862
C 2.094 2.435 2.113
O 3.128 2.932 1.885
O 1.427 1.562 1.284
```

Want to see where the charge sits? The Mulliken charges in e are: 0.317 -0.315 0.400 -0.564 0.512 -0.609 -0.709 -0.977 0.841 0.360 0.705 -0.391 -0.452 0.464 0.612 0.512 0.435 0.351 -1.003 1.286 -1.521 -1.424 0.431 -1.157 1.099 -0.037 1.461 -1.131 -1.637 -1.583 0.326 1.479 -1.490 -1.654 -1.298 0.614 0.078 0.205 0.494 0.174 0.385 0.462 0.322 0.233 0.215 0.595 0.078 0.312 0.370 0.479 0.255 0.524 0.318 0.303 0.560 0.286 0.360 0.326 0.452 0.089 0.571 0.266 -0.183 0.712 -0.291 -0.167 0.189 -0.273 0.050

=====

The molecule C21H32N4O3, computed with wB97M-V/def2-TZVPD.

Output
* total energy: -1264.13322 hartree
* lowest unoccupied orbital energy: 0.72 eV
* spin multiplicity: 1
* HOMO energy: -9.35 eV
* SMILES: CCCCC/C=C/CC(=O)N1CC[C@@H]2C[C@]2(C(=O)NCc2nc(C)no2)CC1
* maximum force: 0.16 eV Å⁻¹

```
60
C21H32N4O3 wB97M-V/def2-TZVPD
C 6.201 3.773 2.124
C 5.533 2.694 1.281
C 4.024 2.878 1.181
C 3.342 1.807 0.339
C 1.832 2.011 0.258
C 1.102 1.021 -0.614
C 1.364 -0.279 -0.685
C 0.620 -1.218 -1.589
C 0.329 -2.555 -0.910
O 1.050 -2.961 -0.013
N -0.738 -3.270 -1.358
C -1.015 -4.568 -0.741
C -2.507 -4.877 -0.711
C -3.307 -3.802 -0.025
C -4.616 -3.319 -0.556
C -3.426 -2.405 -0.629
C -3.389 -1.358 0.455
O -4.315 -1.161 1.220
N -2.208 -0.682 0.562
C -2.000 0.324 1.567
C -1.769 1.680 0.985
N -1.224 2.697 1.566
C -1.262 3.653 0.576
C -0.730 5.027 0.755
N -1.792 3.246 -0.538
O -2.145 1.919 -0.268
C -2.821 -2.029 -1.981
C -1.605 -2.851 -2.446
H 7.280 3.625 2.184
H 6.024 4.764 1.702
H 5.807 3.772 3.142
H 5.962 2.693 0.274
H 5.746 1.709 1.705
H 3.591 2.877 2.188
H 3.807 3.865 0.757
H 3.760 1.810 -0.673
H 3.565 0.824 0.762
H 1.404 1.996 1.266
H 1.636 3.016 -0.128
H 0.288 1.419 -1.217
H 2.158 -0.727 -0.099
H -0.278 -0.729 -1.971
H 1.234 -1.459 -2.466
H -0.478 -5.358 -1.277
H -0.610 -4.534 0.269
H -2.894 -5.048 -1.718
H -2.643 -5.822 -0.179
H -3.215 -3.795 1.056
H -4.944 -3.738 -1.500
H -5.395 -3.053 0.143
H -1.427 -0.951 -0.011
H -2.893 0.346 2.193
H -1.147 0.091 2.206
H -0.864 5.604 -0.156
H -1.245 5.520 1.579
H 0.331 4.981 1.004
H -3.592 -2.083 -2.752
H -2.531 -0.976 -1.935
H -1.036 -2.282 -3.179
H -1.930 -3.749 -2.969
```

Want to see where the charge sits? The Mulliken charges in e are: -1.286 -0.347 -0.715 -0.639 -0.546 -0.390 -0.648 -0.558 0.549 -0.708 0.250 -0.746 -1.209 0.000 -0.926 1.485 -0.055 -0.708 0.179 -0.980 0.785 -0.632 0.907 -1.131 -0.676 -0.025 -1.015 -1.323 0.386 0.313 0.317 0.332 0.320 0.327 0.336 0.310 0.323 0.305 0.325 0.464 0.326 0.317 0.508 0.237 0.484 0.372 0.448 0.380 0.257 0.346 -0.063 0.476 0.248 0.297 0.329 0.235 0.576 0.241 0.563 0.473

=====

Looking at M for the records above, in order, we have 841.737; 594.508; 388.512 g/mol.
Looking at energy relative to the best compared isomer or geometry (same formula, charge and spin) for the records above, in order, we have 0.1; 108.5; 74.8 kcal/mol.